# 1
{"formula": "C26H43BrIIrN8S2", "method": "ωB97M-V/def2-TZVPD", "elements": ["Ir", "N", "C", "N", "C", "C", "C", "C", "C", "C", "H", "H", "H", "H", "H", "H", "Br", "C", "C", "C", "C", "C", "C", "I", "H", "H", "H", "H", "C", "N", "C", "C", "N", "C", "S", "H", "H", "H", "H", "H", "H", "H", "H", "C", "C", "N", "C", "S", "N", "C", "C", "H", "H", "H", "H", "H", "H", "H", "H", "H", "H", "H", "H", "N", "N", "H", "H", "H", "H", "C", "C", "C", "C", "H", "H", "H", "H", "H", "H", "H", "H", "H"], "positions_angstrom": [[0.470, 0.850, 0.092], [2.741, -0.386, 3.555], [2.413, -0.441, 2.260], [1.177, -0.024, 2.034], [0.665, 0.324, 3.266], [-0.587, 0.815, 3.627], [-0.811, 1.067, 4.966], [0.176, 0.838, 5.929], [1.428, 0.363, 5.587], [1.656, 0.099, 4.244], [3.638, -0.626, 3.953], [3.083, -0.797, 1.500], [-1.346, 0.990, 2.880], [-1.770, 1.443, 5.284], [-0.040, 1.043, 6.965], [2.190, 0.201, 6.331], [3.782, 2.701, 1.740], [3.383, 4.437, 1.103], [4.408, 5.346, 0.886], [4.111, 6.621, 0.431], [2.798, 6.978, 0.160], [1.771, 6.069, 0.367], [2.069, 4.808, 0.850], [0.461, 3.497, 1.308], [5.430, 5.058, 1.079], [4.911, 7.331, 0.292], [2.563, 7.965, -0.206], [0.746, 6.346, 0.173], [-0.157, -2.057, -6.090], [-0.866, -2.942, -5.217], [-1.186, -4.299, -5.637], [-1.847, -4.917, -4.393], [-1.888, -3.788, -3.475], [-1.308, -2.708, -3.991], [-1.194, -1.219, -3.182], [-0.783, -1.769, -6.940], [0.729, -2.566, -6.476], [0.148, -1.165, -5.546], [-0.269, -4.813, -5.934], [-1.854, -4.280, -6.504], [-1.261, -5.735, -3.965], [-2.859, -5.279, -4.591], [-2.263, -3.846, -2.546], [-4.720, -3.301, 1.191], [-4.034, -1.981, 1.538], [-2.874, -1.725, 0.688], [-1.625, -2.130, 0.787], [-0.522, -1.703, -0.518], [-1.070, -2.891, 1.715], [-1.569, -3.419, 2.979], [-1.415, -2.414, 4.115], [-5.524, -3.488, 1.897], [-4.025, -4.137, 1.238], [-5.152, -3.269, 0.194], [-3.736, -1.961, 2.586], [-4.727, -1.155, 1.370], [-3.065, -1.136, -0.113], [-0.081, -3.052, 1.566], [-0.978, -4.309, 3.194], [-2.608, -3.720, 2.873], [-0.368, -2.239, 4.348], [-1.894, -2.804, 5.008], [-1.878, -1.464, 3.859], [-2.794, 1.207, 0.201], [-1.704, 1.478, -0.690], [-3.685, 1.507, -0.195], [-2.657, 1.741, 1.058], [-1.627, 2.477, -0.920], [-1.889, 0.976, -1.563], [1.223, 2.125, -3.284], [2.341, 1.918, -2.267], [3.688, 1.774, -3.000], [2.114, 0.692, -1.417], [1.433, 2.997, -3.897], [0.263, 2.273, -2.789], [1.152, 1.258, -3.936], [2.421, 2.807, -1.627], [3.687, 0.889, -3.631], [4.506, 1.688, -2.291], [3.860, 2.646, -3.627], [2.980, 0.496, -0.778], [1.898, -0.185, -2.032]], "atomic_forces_ev_per_a": [[-1.93, -1.51, 1.18], [0.24, -0.15, -0.16], [0.07, -0.05, -0.14], [1.26, 0.26, -1.85], [-0.05, 0.29, 0.77], [0.30, 0.09, 0.07], [-0.15, 0.02, -0.21], [0.33, -0.07, 0.00], [-0.12, -0.04, 0.05], [-0.93, 0.33, -0.18], [-0.01, -0.09, -0.07], [0.13, 0.04, -0.11], [-0.21, -0.01, -0.09], [-0.11, 0.06, 0.03], [-0.03, 0.04, 0.10], [0.09, -0.04, 0.14], [0.23, 0.06, -0.02], [-0.12, -0.27, 0.06], [-0.02, -0.15, 0.06], [-0.18, -0.05, -0.04], [0.04, -0.04, 0.05], [-0.26, -0.03, 0.00], [0.12, -0.20, -0.05], [0.46, -0.59, -0.65], [0.04, -0.04, 0.05], [0.06, 0.06, -0.06], [-0.02, 0.08, -0.01], [-0.07, 0.09, -0.05], [0.29, 0.48, -0.48], [-0.26, 0.02, 0.78], [-0.12, -0.53, -0.37], [-0.09, -0.59, -0.12], [0.04, 0.14, 0.09], [-0.09, -0.68, -0.32], [0.12, 0.80, 0.24], [0.04, 0.01, 0.11], [-0.03, 0.05, 0.06], [-0.01, -0.01, -0.05], [-0.08, 0.02, 0.06], [0.06, 0.04, 0.13], [-0.06, 0.10, -0.11], [0.18, 0.04, -0.02], [-0.01, 0.18, 0.00], [0.05, 0.20, 0.07], [-0.32, -0.47, 0.22], [0.14, -0.10, -0.06], [-0.04, 0.11, 0.00], [1.27, 1.42, -0.28], [0.24, 0.03, -0.16], [-0.28, 0.06, 0.60], [-0.14, -0.18, -0.12], [-0.08, -0.03, 0.04], [0.05, -0.08, 0.02], [-0.02, 0.01, -0.09], [-0.01, 0.11, -0.08], [0.13, 0.02, 0.09], [0.25, -0.04, 0.22], [-0.16, 0.07, -0.12], [-0.14, -0.03, -0.11], [0.08, -0.11, -0.07], [0.13, 0.09, 0.00], [-0.05, -0.04, 0.13], [-0.03, 0.02, 0.04], [0.11, -0.09, 0.34], [0.97, 0.79, -1.22], [0.30, 0.19, -0.12], [0.00, -0.12, -0.17], [-0.29, -0.32, -0.08], [0.07, 0.18, 0.30], [0.17, 0.05, 0.28], [-0.32, 0.20, 0.02], [-0.16, -0.11, 0.33], [-0.34, 0.27, 1.12], [-0.10, 0.07, -0.07], [-0.19, 0.04, -0.02], [-0.07, -0.11, -0.12], [-0.04, -0.08, 0.06], [0.02, -0.12, -0.14], [0.16, 0.00, 0.03], [0.00, 0.04, -0.03], [-0.15, -0.02, 0.11], [-0.33, -0.07, 0.18]], "total_charge": 3, "orbital_gap_ev": [6.7402, 5.8873], "max_force_ev_per_a": 2.72, "total_energy_ev": -142207.2954, "homo_energy_ha": [-0.585, -0.585], "multiplicity": 2}

***

# 2
{"formula": "C39H33F10N6O3Ta", "method": "ωB97M-V/def2-TZVPD", "elements": ["Ta", "C", "N", "C", "C", "N", "C", "C", "F", "C", "F", "C", "F", "C", "F", "C", "F", "C", "C", "N", "C", "C", "F", "C", "F", "C", "F", "C", "F", "C", "F", "H", "H", "H", "H", "H", "H", "H", "H", "H", "H", "H", "C", "O", "C", "C", "C", "C", "C", "C", "N", "C", "N", "C", "C", "C", "C", "C", "C", "O", "C", "N", "C", "C", "C", "C", "C", "C", "O", "C", "H", "H", "H", "H", "H", "H", "H", "H", "H", "H", "H", "H", "H", "H", "H", "H", "H", "H", "H", "H", "H", "H"], "positions_angstrom": [[0.890, 1.178, 0.124], [4.069, 1.102, -0.967], [3.196, 1.803, 0.013], [3.239, 3.260, -0.317], [1.899, 3.924, -0.107], [0.877, 3.007, -0.676], [-0.055, 3.487, -1.622], [-0.544, 4.783, -1.737], [-0.157, 5.746, -0.901], [-1.503, 5.089, -2.694], [-1.962, 6.323, -2.784], [-2.008, 4.110, -3.536], [-2.927, 4.415, -4.432], [-1.562, 2.801, -3.413], [-2.045, 1.834, -4.177], [-0.608, 2.535, -2.460], [-0.180, 1.257, -2.263], [3.739, 1.533, 1.372], [2.758, 2.026, 2.399], [1.409, 1.547, 1.993], [0.453, 1.480, 3.062], [-0.347, 0.357, 3.224], [-0.208, -0.683, 2.374], [-1.315, 0.274, 4.203], [-2.071, -0.809, 4.304], [-1.489, 1.338, 5.078], [-2.405, 1.273, 6.024], [-0.704, 2.471, 4.943], [-0.871, 3.495, 5.758], [0.245, 2.538, 3.933], [0.937, 3.671, 3.788], [5.052, 1.578, -0.975], [3.641, 1.172, -1.967], [4.184, 0.064, -0.678], [3.505, 3.338, -1.371], [4.031, 3.748, 0.258], [1.878, 4.884, -0.610], [1.682, 4.116, 0.945], [4.724, 1.994, 1.489], [3.860, 0.455, 1.456], [2.762, 3.111, 2.493], [2.996, 1.621, 3.384], [-0.221, -5.576, -2.859], [0.075, -5.253, -1.490], [-1.028, -5.124, -0.686], [-1.861, -6.192, -0.394], [-2.919, -6.019, 0.485], [-3.119, -4.791, 1.103], [-2.275, -3.723, 0.836], [-1.247, -3.889, -0.082], [-0.280, -2.887, -0.399], [-0.418, -1.568, -0.416], [-1.638, -1.029, -0.369], [-2.043, 0.271, 0.013], [-1.193, 1.318, 0.383], [-1.786, 2.538, 0.777], [-3.153, 2.691, 0.813], [-3.986, 1.639, 0.434], [-3.440, 0.435, 0.031], [-4.149, -0.661, -0.337], [-5.579, -0.568, -0.354], [0.685, -0.781, -0.491], [1.985, -1.418, -0.377], [2.462, -1.680, 0.922], [3.645, -2.345, 1.141], [4.362, -2.812, 0.037], [3.894, -2.606, -1.240], [2.706, -1.904, -1.489], [2.396, -1.847, -2.794], [1.486, -0.913, -3.357], [-0.705, -6.550, -2.925], [0.730, -5.609, -3.381], [-0.871, -4.815, -3.296], [-1.660, -7.151, -0.851], [-3.572, -6.850, 0.708], [-3.918, -4.665, 1.820], [-2.412, -2.795, 1.376], [0.613, -3.259, -0.699], [-2.414, -1.670, -0.498], [-1.153, 3.371, 1.060], [-3.592, 3.628, 1.128], [-5.058, 1.768, 0.462], [-5.901, 0.220, -1.035], [-5.955, -0.380, 0.652], [-5.936, -1.529, -0.708], [1.853, -1.355, 1.755], [3.993, -2.533, 2.147], [5.285, -3.357, 0.181], [4.436, -2.982, -2.096], [1.551, -1.063, -4.430], [1.797, 0.104, -3.120], [0.462, -1.079, -3.024]], "atomic_forces_ev_per_a": [[1.19, 0.41, -0.52], [-0.02, 0.06, 0.08], [0.33, 0.12, 0.10], [0.22, 0.00, -0.03], [-0.39, -0.05, -0.06], [-0.17, 0.12, -0.23], [0.36, -0.12, 0.37], [-0.12, -0.04, -0.10], [0.05, 0.00, 0.01], [0.03, -0.02, 0.03], [0.00, 0.05, 0.00], [-0.01, -0.03, -0.01], [-0.02, 0.00, -0.02], [0.05, 0.07, 0.07], [-0.03, -0.03, -0.03], [-0.10, 0.01, -0.06], [0.07, -0.07, -0.19], [0.03, 0.01, -0.09], [-0.21, -0.04, 0.08], [-0.43, -0.15, 0.49], [0.31, -0.20, -0.42], [-0.05, 0.00, 0.13], [0.02, 0.02, 0.08], [0.03, 0.09, 0.02], [-0.02, -0.04, 0.00], [0.00, -0.05, -0.03], [-0.02, -0.01, 0.02], [0.06, -0.02, -0.05], [-0.01, 0.04, 0.02], [-0.16, 0.06, 0.16], [0.01, 0.01, -0.04], [0.00, -0.02, -0.05], [-0.01, -0.03, 0.00], [0.02, -0.07, -0.03], [-0.05, 0.05, 0.01], [-0.02, 0.02, -0.01], [0.06, 0.03, -0.08], [0.00, -0.01, -0.01], [-0.03, 0.05, 0.00], [-0.01, 0.00, 0.04], [0.07, 0.00, -0.03], [0.02, -0.02, -0.03], [0.00, -0.12, 0.10], [-0.08, 0.24, -0.03], [0.00, -0.29, -0.05], [-0.03, 0.07, -0.02], [0.04, 0.02, -0.02], [0.02, 0.04, -0.01], [-0.08, -0.09, 0.09], [0.14, 0.15, -0.14], [-0.05, -0.02, 0.01], [0.18, 0.02, 0.01], [0.02, 0.09, 0.04], [0.00, -0.07, 0.03], [-0.23, -0.04, 0.14], [-0.16, -0.14, 0.01], [0.06, 0.03, 0.02], [0.02, -0.03, -0.02], [-0.17, -0.07, 0.05], [0.03, 0.06, -0.04], [0.07, 0.03, 0.05], [-0.54, -0.06, 0.15], [-0.26, -0.03, -0.08], [0.02, 0.09, -0.06], [0.02, -0.02, -0.06], [0.02, -0.04, 0.08], [0.00, 0.05, 0.01], [0.17, -0.05, 0.13], [-0.12, -0.09, -0.04], [-0.01, -0.04, 0.05], [0.01, 0.01, -0.05], [0.01, 0.01, 0.00], [0.01, 0.01, -0.01], [-0.05, -0.02, 0.02], [0.00, -0.01, 0.01], [-0.02, -0.02, 0.00], [0.05, 0.03, -0.02], [-0.02, -0.04, 0.03], [-0.02, 0.01, 0.03], [0.00, 0.03, 0.01], [0.00, 0.00, 0.00], [-0.02, 0.00, -0.01], [-0.02, -0.01, -0.01], [-0.04, 0.00, -0.02], [0.01, -0.01, 0.00], [0.01, -0.03, 0.01], [0.00, 0.00, 0.01], [0.01, 0.00, 0.00], [-0.02, 0.01, -0.02], [-0.01, 0.01, 0.01], [-0.03, 0.10, 0.03], [0.01, 0.00, -0.03]], "total_charge": 2, "orbital_gap_ev": 6.5359, "max_force_ev_per_a": 1.36, "total_energy_ev": -84773.0792, "homo_energy_ha": -0.496}

***

# 3
{"formula": "C4H5N3S", "method": "ωB97M-V/def2-TZVPD", "elements": ["S", "C", "N", "N", "C", "N", "C", "C", "H", "H", "H", "H", "H"], "positions_angstrom": [[-2.443, -0.542, 0.136], [-0.877, -0.023, -0.161], [-0.583, 1.281, -0.020], [0.703, 1.748, 0.107], [1.362, 0.666, -0.206], [0.488, -0.452, -0.478], [1.524, -1.473, -0.054], [2.485, -0.320, 0.305], [-1.183, 2.214, -0.262], [0.994, -2.047, 0.794], [1.909, -2.243, -0.750], [3.727, -0.350, -0.116], [2.419, -0.042, 1.603]], "atomic_forces_ev_per_a": [[1.14, -0.73, -0.64], [1.71, 0.00, -0.25], [-2.29, 6.44, -0.72], [1.49, -1.89, -0.86], [-0.87, -2.29, 0.55], [-0.14, 0.81, 0.25], [-1.69, -0.91, 1.69], [2.35, 1.69, 2.64], [0.93, -3.91, 1.15], [1.43, 0.82, -0.88], [-0.58, 0.84, -0.22], [-4.18, 0.28, 1.31], [0.71, -1.15, -4.04]], "total_charge": 0, "orbital_gap_ev": 8.6706, "max_force_ev_per_a": 6.88, "total_energy_ev": -19530.1079, "homo_energy_ha": -0.300}

***

# 4
{"formula": "CH10N3O2", "method": "ωB97M-V/def2-TZVPD", "elements": ["N", "C", "N", "N", "H", "H", "H", "H", "H", "H", "H", "H", "O", "H", "H", "O"], "positions_angstrom": [[-0.173, 0.552, 1.049], [-1.325, 0.483, 0.387], [-1.551, -0.589, -0.375], [-2.244, 1.432, 0.549], [0.525, -0.162, 0.877], [-0.008, 1.326, 1.660], [-2.301, -0.597, -1.045], [-0.722, -1.072, -0.712], [-2.079, 2.128, 1.251], [-3.047, 1.533, -0.040], [1.893, -1.363, -0.637], [1.438, -2.529, 0.258], [1.102, -1.787, -0.267], [3.624, 0.785, -0.469], [3.623, -0.167, -1.668], [3.047, 0.240, -1.011]], "atomic_forces_ev_per_a": [[-0.50, 0.00, -0.26], [0.01, -0.34, 0.01], [0.37, 0.19, -0.70], [0.35, -0.02, 0.26], [0.06, -0.07, 0.11], [0.31, 0.10, 0.13], [-0.31, 0.18, 0.16], [0.04, -0.28, 0.34], [-0.17, 0.27, 0.01], [-0.19, -0.16, -0.08], [0.00, 0.21, 0.05], [-0.21, 0.08, -0.18], [0.22, -0.02, 0.25], [0.09, 0.02, 0.03], [0.11, 0.16, -0.08], [-0.18, -0.30, -0.05]], "total_charge": 1, "orbital_gap_ev": 12.2356, "max_force_ev_per_a": 0.82, "total_energy_ev": -9760.0255, "homo_energy_ha": -0.554}